{
  "formula": "C4H6N2OS2",
  "method": "the ωB97M-V functional and the def2-TZVPD basis",
  "homo_ha": -0.3122,
  "relative_energy_kcal_mol": 46.47,
  "smiles": "CSCc1n[nH]sc1=O",
  "gap_ev": 8.75,
  "lumo_energy_ev": 0.257,
  "symbols": ["C", "S", "C", "C", "N", "N", "S", "C", "O", "H", "H", "H", "H", "H", "H"],
  "xyz": [[-1.4162, -0.0680, 0.9055], [-0.7333, 1.5746, 0.4017], [0.2885, 1.2879, -1.0722], [1.4229, 0.3686, -0.6514], [1.4213, -0.8630, -0.3910], [2.5674, -1.2793, 0.1006], [3.9202, -0.1384, 0.2542], [2.8890, 1.1707, -0.2632], [3.1082, 2.3194, -0.4367], [-2.4158, -0.4917, 0.4619], [-1.6520, -0.0834, 2.0256], [-0.5841, -0.7915, 0.8990], [-0.3144, 0.9172, -1.8697], [0.5843, 2.2364, -1.2471], [2.8590, -2.3248, 0.2302]],
  "nbo_charge": [-0.783, 0.201, -0.554, 0.099, -0.205, -0.549, 0.406, 0.323, -0.542, 0.225, 0.237, 0.235, 0.235, 0.247, 0.425]
}

{
  "formula": "C12H17CuN3O2",
  "method": "the ωB97M-V functional and the def2-TZVPD basis",
  "homo_ha": -0.1267,
  "relative_energy_kcal_mol": 0.00,
  "gap_ev": 6.78,
  "lumo_energy_ev": 3.334,
  "total_charge": -1,
  "symbols": ["Cu", "O", "H", "O", "H", "N", "C", "C", "C", "C", "H", "H", "H", "H", "H", "N", "C", "C", "C", "C", "H", "H", "H", "H", "H", "N", "C", "C", "C", "C", "H", "H", "H", "H", "H"],
  "xyz": [[-0.4710, 0.0613, 0.4308], [-2.2605, 1.2028, 0.4529], [-3.1047, 1.3574, 0.8648], [0.6202, 1.4652, 1.8245], [1.0890, 0.9407, 2.4805], [-0.7668, 2.4917, -1.3935], [0.4046, 3.1626, -1.0928], [1.1079, 3.1922, -2.2866], [0.3119, 2.6196, -3.3116], [-0.8069, 2.1337, -2.6907], [-1.5095, 2.3144, -0.6941], [0.5184, 3.5105, -0.0813], [2.0884, 3.6426, -2.3682], [0.5659, 2.4142, -4.3403], [-1.6507, 1.5866, -3.0796], [1.7176, -0.1034, -1.2784], [2.1071, -0.6989, -0.0820], [1.7153, -2.0078, -0.1936], [1.2218, -2.2597, -1.4882], [1.2795, -1.0474, -2.1607], [1.8116, 0.8722, -1.5278], [2.5351, -0.0795, 0.6854], [1.8980, -2.7591, 0.5604], [0.8686, -3.1815, -1.9181], [0.9874, -0.8922, -3.1851], [-0.6315, -1.4892, 3.3981], [-1.7972, -1.0193, 2.8775], [-2.1334, -1.8432, 1.8156], [-1.2402, -2.9364, 1.8819], [-0.2248, -2.6235, 2.7508], [-0.1917, -1.0950, 4.2082], [-2.2815, -0.1815, 3.3465], [-3.0597, -1.7870, 1.2701], [-1.3302, -3.7724, 1.2020], [0.6119, -3.1906, 3.1222]],
  "nbo_charge": [0.927, -1.352, 0.439, -1.347, 0.400, -0.515, -0.074, -0.360, -0.363, -0.073, 0.485, 0.250, 0.202, 0.203, 0.205, -0.526, -0.101, -0.314, -0.337, -0.071, 0.444, 0.252, 0.211, 0.210, 0.211, -0.497, -0.030, -0.334, -0.308, -0.104, 0.407, 0.223, 0.229, 0.210, 0.200]
}

{
  "formula": "C27H81B2N3O20S2",
  "method": "the ωB97M-V functional and the def2-TZVPD basis",
  "homo_ha": -0.3309,
  "gap_ev": 9.02,
  "lumo_energy_ev": 0.012,
  "symbols": ["C", "C", "O", "C", "C", "O", "C", "C", "O", "C", "C", "C", "O", "C", "S", "N", "C", "S", "B", "O", "O", "C", "C", "N", "C", "N", "C", "B", "O", "O", "H", "H", "H", "H", "H", "H", "H", "H", "H", "H", "H", "H", "H", "H", "H", "H", "H", "H", "H", "H", "H", "H", "H", "H", "H", "H", "H", "H", "H", "H", "H", "H", "H", "C", "O", "H", "H", "H", "H", "C", "O", "H", "H", "H", "H", "C", "O", "H", "H", "H", "H", "C", "O", "H", "H", "H", "H", "C", "O", "H", "H", "H", "H", "C", "O", "H", "H", "H", "H", "C", "O", "H", "H", "H", "H", "C", "O", "H", "H", "H", "H", "C", "O", "H", "H", "H", "H", "C", "O", "H", "H", "H", "H", "C", "O", "H", "H", "H", "H", "C", "O", "H", "H", "H", "H"],
  "xyz": [[8.8671, -1.5560, 0.9658], [8.0384, -0.9412, -0.1594], [7.2515, -1.9448, -0.7873], [6.0272, -1.4369, -1.2730], [5.3163, -2.5343, -2.0341], [4.0395, -2.0590, -2.4114], [2.9808, -2.9474, -2.0956], [2.6018, -2.9092, -0.6213], [1.2941, -2.3612, -0.4777], [0.9182, -2.2336, 0.8768], [-0.5588, -2.5649, 1.0729], [-1.4232, -2.1661, -0.1124], [-1.1982, -0.8064, -0.4925], [-2.2094, 0.0860, -0.2441], [-2.5585, 0.3515, 1.5617], [-3.4551, -0.3115, -0.9578], [-4.4980, -0.4831, -0.3906], [-5.8850, -0.7920, 0.2344], [-1.7583, 1.5375, -0.7759], [-2.5603, 2.2060, -1.6670], [-0.6111, 2.0964, -0.3063], [-0.7466, 3.4355, 0.1865], [-0.2595, 4.4913, -0.7784], [-0.8233, -3.9639, 1.4393], [-0.6427, -4.2204, 2.8761], [-1.1813, -5.5093, 3.2262], [-2.3418, -5.5271, 4.1130], [-0.1729, -4.9353, 0.5760], [0.8461, -5.7500, 1.0202], [-0.5248, -5.0552, -0.7658], [8.6391, -1.1088, 1.9309], [8.6306, -2.6139, 1.0537], [9.9335, -1.4709, 0.7807], [8.7279, -0.5148, -0.8879], [7.4011, -0.1467, 0.2331], [6.2309, -0.6207, -1.9704], [5.3910, -1.0892, -0.4549], [5.8899, -2.7444, -2.9395], [5.2767, -3.4515, -1.4447], [2.1172, -2.7290, -2.7144], [3.3259, -3.9598, -2.3198], [2.5862, -3.9251, -0.2198], [3.3086, -2.2891, -0.0668], [1.0937, -1.1997, 1.1962], [1.5409, -2.8500, 1.5310], [-0.9074, -1.9482, 1.9031], [-1.2270, -2.8014, -0.9683], [-2.4582, -2.3536, 0.1697], [-1.2925, 0.6140, 1.8968], [-3.4586, 2.2878, -1.3136], [-1.7796, 3.6545, 0.4610], [-0.1737, 3.5126, 1.1088], [0.0874, 5.3621, -0.2331], [-1.0269, 4.8226, -1.4743], [0.5898, 4.1416, -1.3616], [-1.1365, -3.4126, 3.4153], [0.4227, -4.1710, 3.1392], [-0.4602, -6.1368, 3.5365], [-2.1073, -5.9512, 5.0880], [-2.7563, -4.5321, 4.2458], [-3.1324, -6.1392, 3.6793], [1.4787, -5.2744, 1.5735], [-1.2750, -5.6529, -0.8447], [-3.5891, 2.7265, 5.0322], [-2.8008, 1.5356, 4.9804], [-3.5744, 3.0807, 6.0578], [-3.1869, 3.5035, 4.3776], [-4.6212, 2.5121, 4.7449], [-2.8164, 1.2163, 4.0740], [2.7883, 4.8229, 1.3985], [2.1440, 5.8739, 0.6848], [2.4083, 3.8829, 1.0051], [3.8712, 4.8531, 1.2542], [2.5664, 4.8759, 2.4678], [2.4758, 6.7090, 1.0243], [-5.3818, 0.3079, 8.1301], [-4.8925, 1.4270, 7.4021], [-5.9074, 0.6878, 9.0025], [-6.0786, -0.2826, 7.5286], [-4.5631, -0.3355, 8.4636], [-4.4244, 1.0899, 6.6303], [-6.4887, 4.1849, -1.6790], [-5.6827, 3.0143, -1.7195], [-6.5889, 4.5112, -0.6458], [-6.0260, 4.9898, -2.2569], [-7.4759, 3.9683, -2.0815], [-5.6239, 2.7535, -2.6456], [-8.7293, 2.1035, -4.1320], [-7.5022, 2.8285, -4.2077], [-8.6821, 1.4733, -3.2477], [-9.5794, 2.7833, -4.0400], [-8.8676, 1.4732, -5.0131], [-7.5436, 3.3888, -4.9889], [11.6149, 0.8822, -1.1007], [10.5966, 0.3007, -1.9160], [11.1258, 1.5165, -0.3661], [12.1841, 0.1088, -0.5782], [12.2956, 1.4901, -1.7020], [11.0228, -0.2638, -2.5656], [-7.2957, 6.3701, -5.3775], [-7.8289, 5.5844, -6.4450], [-8.0884, 7.0102, -5.0009], [-6.9438, 5.7292, -4.5649], [-6.4718, 6.9931, -5.7317], [-7.1204, 5.0289, -6.7815], [0.8938, -6.5478, -3.4540], [-0.0637, -5.6697, -4.0334], [0.7379, -7.5369, -3.8783], [1.9141, -6.2233, -3.6817], [0.7615, -6.5972, -2.3708], [0.0720, -4.7994, -3.6490], [-8.8050, 1.9034, 1.0164], [-9.1680, 1.0421, -0.0556], [-9.6119, 2.6204, 1.1450], [-8.6779, 1.3461, 1.9488], [-7.8819, 2.4453, 0.7918], [-8.4550, 0.4088, -0.1701], [-1.0327, 3.8835, -4.5722], [-2.4461, 3.7508, -4.5016], [-0.8110, 4.6220, -5.3393], [-0.6195, 4.2254, -3.6209], [-0.5593, 2.9366, -4.8466], [-2.6396, 3.0981, -3.8203], [9.3222, 3.5319, 1.9607], [9.8089, 2.2188, 1.7009], [10.1851, 4.1842, 2.0634], [8.7013, 3.8937, 1.1370], [8.7437, 3.5628, 2.8875], [9.0501, 1.6368, 1.6080], [4.2555, -6.4274, 0.8363], [3.7491, -5.5439, 1.8363], [3.4025, -6.7973, 0.2735], [4.9338, -5.9040, 0.1573], [4.7793, -7.2721, 1.2888], [4.4906, -5.2056, 2.3440]],
  "lowdin_charge": [-0.058, -0.266, -0.146, -0.203, -0.194, -0.129, -0.157, -0.151, -0.113, -0.149, -0.255, -0.123, -0.068, -0.644, 0.885, 0.114, -0.830, 0.793, -0.664, 0.177, 0.075, -0.220, -0.067, 0.064, -0.219, -0.084, -0.108, -0.759, 0.165, 0.143, 0.065, 0.074, 0.065, 0.093, 0.109, 0.134, 0.122, 0.132, 0.121, 0.133, 0.116, 0.112, 0.130, 0.135, 0.124, 0.113, 0.126, 0.129, -0.080, 0.096, 0.121, 0.115, 0.057, 0.071, 0.088, 0.121, 0.124, 0.105, 0.073, 0.073, 0.069, 0.066, 0.118, -0.154, -0.135, 0.076, 0.079, 0.084, 0.002, -0.149, -0.134, 0.073, 0.076, 0.079, 0.078, -0.155, -0.136, 0.076, 0.076, 0.076, 0.039, -0.153, -0.132, 0.077, 0.075, 0.065, 0.066, -0.126, -0.142, 0.076, 0.083, 0.079, 0.056, -0.143, -0.137, 0.058, 0.077, 0.076, 0.077, -0.143, -0.127, 0.081, 0.057, 0.080, 0.072, -0.161, -0.122, 0.077, 0.071, 0.061, 0.062, -0.161, -0.138, 0.077, 0.076, 0.067, 0.012, -0.153, -0.127, 0.077, 0.053, 0.081, 0.042, -0.151, -0.132, 0.077, 0.077, 0.075, 0.060, -0.136, -0.135, 0.077, 0.073, 0.079, 0.080]
}